(1)
Here is a molecular structure, C4H3N2 from the Open Molecules 2025 dataset. Energies are from ωB97M-V/def2-TZVPD.

Geometry as XYZ:
```
9
Properties=species:S:1:pos:R:3
N -1.789 0.945 0.012
N -1.440 -1.474 -0.052
C 0.204 -0.027 -0.003
C 1.347 -0.644 0.029
C -1.810 -0.365 0.023
C -0.527 1.164 -0.024
H 1.712 -1.754 -0.067
H 2.266 0.031 0.203
H 0.038 2.123 -0.122
```

For the HOMO-LUMO gap, the calculation gives 9.7 eV. Its charge is +1. The multiplicity is 1.


(2)
Here is a gas-phase ion, C4H3N2 (charge +1) from the Open Molecules 2025 dataset. Energies are from ωB97M-V/def2-TZVPD.

Geometry as XYZ:
```
9
Properties=species:S:1:pos:R:3
N -1.296 1.516 0.079
N -1.509 -0.881 0.073
C 1.239 0.719 0.053
C 0.661 -0.415 0.099
C -1.547 0.404 -0.010
C -0.285 -1.382 0.023
H 0.545 1.594 -0.185
H 2.222 0.896 -0.026
H -0.030 -2.450 -0.107
```

For the HOMO-LUMO gap, the calculation gives 8.4 eV. Its charge is +1. The multiplicity is 1.


It is (1) that is the most stable of them.


(1)
Here is a gas-phase ion, C5H14NO2 (charge +1) from the Open Molecules 2025 dataset. Energies are from ωB97M-V/def2-TZVPD.

Geometry as XYZ:
```
22
Properties=species:S:1:pos:R:3
O -0.076 1.668 -1.767
O -0.596 -3.000 -0.204
N 0.551 -0.797 -1.072
C 0.347 1.783 0.607
C 0.331 0.325 1.133
C -0.195 -2.116 0.878
C -0.234 -0.757 0.209
C -0.643 2.163 -0.484
H -0.337 0.322 1.985
H -0.967 -2.142 1.646
H 1.432 -1.296 -0.976
H -0.783 3.235 -0.452
H -0.465 -3.920 0.044
H 0.269 2.410 -2.285
H 0.767 -2.471 1.250
H -1.266 -0.518 -0.036
H -1.589 1.621 -0.505
H 0.668 0.182 -1.409
H 1.294 0.099 1.568
H -0.008 -1.199 -1.831
H 1.343 1.994 0.221
H 0.157 2.414 1.478
```

For the HOMO-LUMO gap, the calculation gives 11.9 eV. Its charge is +1. The multiplicity is 1.


(2)
Here is 3 unconnected molecules or ions with the total composition C5H14NO2 from the Open Molecules 2025 dataset. Energies are from ωB97M-V/def2-TZVPD.

Geometry as XYZ:
```
22
Properties=species:S:1:pos:R:3
O 0.824 -1.340 1.521
O 0.464 -1.665 -0.844
N -2.193 0.177 -0.211
C -1.048 0.268 0.402
C -2.637 -0.918 -1.074
C -0.105 1.281 0.123
C 1.077 1.492 0.858
C 2.353 1.101 0.041
H -0.821 -0.480 1.164
H 1.060 0.896 1.736
H 3.260 1.479 0.521
H -2.455 1.089 -0.553
H 0.670 -1.684 0.168
H 1.073 -2.148 1.998
H 2.367 1.515 -0.957
H 1.130 -2.024 -1.424
H 2.418 0.026 0.042
H -3.206 -0.518 -1.904
H -0.303 1.957 -0.693
H -1.735 -1.470 -1.391
H 1.087 2.599 1.031
H -3.280 -1.633 -0.555
```

For the HOMO-LUMO gap, the calculation gives 4.8 eV. Its charge is +1. The multiplicity is 1.


(3)
Here is 2 unconnected molecules or ions with the total composition C5H14NO2 from the Open Molecules 2025 dataset. Energies are from ωB97M-V/def2-TZVPD.

Geometry as XYZ:
```
22
Properties=species:S:1:pos:R:3
O -1.346 -3.191 -0.799
O -2.434 1.071 0.654
N -0.736 -0.644 -0.204
C 1.007 1.014 0.427
C -0.205 0.206 0.912
C 2.092 -0.024 0.052
C 0.676 1.849 -0.830
C -1.421 1.113 1.289
H -1.729 -3.680 -0.056
H -0.062 -0.434 1.779
H -1.951 -3.229 -1.545
H -0.357 -0.403 -1.114
H 1.386 1.630 1.240
H -0.411 1.916 -0.964
H -1.739 -0.422 -0.295
H 2.209 -0.721 0.889
H 1.759 -0.737 -0.710
H 1.033 1.374 -1.744
H 1.067 2.857 -0.800
H 3.036 0.416 -0.247
H -1.240 1.712 2.183
H -0.633 -1.672 -0.115
```

For the HOMO-LUMO gap, the calculation gives 11.5 eV. Its charge is +1. The multiplicity is 1.


It is (1) that is the most stable of them.


(1)
Here is a molecular structure, C3H6O3Tm from the Open Molecules 2025 dataset. Energies are from ωB97M-V/def2-TZVPD.

Geometry as XYZ:
```
13
Properties=species:S:1:pos:R:3
Tm -0.647 -2.268 -0.594
O -0.521 0.039 -0.055
O 0.281 -2.451 1.259
O 1.004 -1.203 -1.578
C 1.506 -0.191 -1.037
C -1.552 0.885 0.432
C 0.831 0.423 0.107
H 0.930 1.518 0.068
H -2.477 0.327 0.256
H -1.427 1.106 1.499
H -1.484 1.818 -0.145
H 1.165 -0.314 1.242
H 2.391 0.312 -1.454
```

For the HOMO-LUMO gap (spin up / spin down), the calculation gives 7.0 / 7.1 eV. Its charge is +1. As for the expectation value of S²: 2.00. The multiplicity is 3.


(2)
Here is a molecular structure, C3H6O3Tm from the Open Molecules 2025 dataset. Energies are from ωB97M-V/def2-TZVPD.

Geometry as XYZ:
```
13
Properties=species:S:1:pos:R:3
Tm 1.394 0.449 -0.939
O 0.285 -1.081 0.044
O -0.107 0.590 -2.717
O 1.425 1.265 0.995
C -1.205 0.062 -2.889
C 0.357 -0.881 1.433
C 0.474 0.615 1.791
H -0.531 -1.302 1.949
H -0.531 1.076 1.661
H -2.019 0.203 -2.155
H 1.248 -1.404 1.844
H -1.509 -0.290 -3.889
H 0.720 0.697 2.871
```

For the HOMO-LUMO gap (spin up / spin down), the calculation gives 7.6 / 7.7 eV. Its charge is +1. As for the expectation value of S²: 2.00. The multiplicity is 3.


It is (2) that is the most stable of them.


(1)
Here is C4H7NO in the gas phase from the Open Molecules 2025 dataset. Energies are from ωB97M-V/def2-TZVPD.

Geometry as XYZ:
```
13
Properties=species:S:1:pos:R:3
O 0.463 0.891 -0.691
N 2.580 -0.255 0.048
C -0.936 0.904 -0.344
C 1.449 -0.651 1.067
C 1.212 0.146 0.087
C -1.571 -0.468 -0.458
H -1.177 -1.153 0.298
H 1.266 -1.527 1.660
H -2.653 -0.388 -0.318
H -1.035 1.314 0.667
H -1.375 1.609 -1.053
H 3.154 0.476 0.483
H -1.377 -0.896 -1.446
```

For the HOMO-LUMO gap, the calculation gives 9.0 eV. The multiplicity is 1.


(2)
Here is 2 unconnected molecules or ions with the total composition C4H7NO from the Open Molecules 2025 dataset. Energies are from ωB97M-V/def2-TZVPD.

Geometry as XYZ:
```
13
Properties=species:S:1:pos:R:3
O -1.287 0.015 1.482
N 2.806 1.134 -0.264
C 0.243 0.935 -0.464
C -0.174 -1.121 0.159
C -0.219 -0.363 -1.105
C 1.645 1.095 -0.372
H 0.803 -1.199 0.630
H -1.243 -0.290 -1.479
H -0.681 0.728 1.103
H -0.908 -1.865 0.449
H -0.354 1.823 -0.655
H 0.420 -0.778 -1.897
H -1.050 -0.113 2.414
```

For the HOMO-LUMO gap (spin up / spin down), the calculation gives 7.1 / 7.1 eV. The multiplicity is 1.


It is (1) that is the most stable of them.


(1)
Here is C4H7NO in the gas phase from the Open Molecules 2025 dataset. Energies are from ωB97M-V/def2-TZVPD.

Geometry as XYZ:
```
13
Properties=species:S:1:pos:R:3
O -1.989 -0.816 0.602
N 0.781 0.825 -0.724
C -1.035 -0.070 -0.103
C 1.530 -0.234 -0.112
C 0.219 -0.731 -0.562
C -0.220 1.208 0.307
H -1.536 -1.461 1.155
H -1.565 0.298 -0.985
H -0.693 2.176 0.117
H 1.847 -0.163 0.924
H 2.310 -0.554 -0.803
H 0.174 1.179 1.334
H 0.176 -1.655 -1.152
```

For the HOMO-LUMO gap, the calculation gives 10.2 eV. The multiplicity is 1.


(2)
Here is C4H7NO in the gas phase from the Open Molecules 2025 dataset. Energies are from ωB97M-V/def2-TZVPD.

Geometry as XYZ:
```
13
Properties=species:S:1:pos:R:3
O -0.133 -0.985 0.457
N 0.073 1.132 -0.310
C 2.115 -0.187 0.136
C -1.363 0.882 -0.134
C 0.650 0.067 0.075
C -1.430 -0.641 -0.053
H 2.653 0.647 -0.316
H -2.199 -1.065 0.593
H 2.342 -1.111 -0.402
H -1.509 -1.087 -1.054
H -1.692 1.364 0.796
H 2.442 -0.315 1.172
H -1.949 1.298 -0.958
```

For the HOMO-LUMO gap, the calculation gives 10.6 eV. The multiplicity is 1.


(3)
Here is 2 unconnected molecules or ions with the total composition C4H7NO from the Open Molecules 2025 dataset. Energies are from ωB97M-V/def2-TZVPD.

Geometry as XYZ:
```
13
Properties=species:S:1:pos:R:3
O -2.624 -1.887 0.112
N 0.269 0.031 -1.202
C 0.916 0.066 1.268
C 0.380 0.803 0.061
C -0.968 0.548 -0.487
C -1.538 -1.717 -0.220
H 0.634 0.615 2.172
H 0.885 1.758 -0.118
H 2.010 -0.008 1.245
H 0.490 -0.938 1.344
H -1.380 1.384 -1.059
H 0.656 0.439 -2.046
H 0.308 -0.994 -1.148
```

For the HOMO-LUMO gap, the calculation gives 8.2 eV. The multiplicity is 1.


(4)
Here is C4H7NO in the gas phase from the Open Molecules 2025 dataset. Energies are from ωB97M-V/def2-TZVPD.

Geometry as XYZ:
```
13
Properties=species:S:1:pos:R:3
O -1.027 0.521 -0.108
N 0.958 -0.277 0.414
C -0.463 -1.463 -1.360
C -0.595 1.191 1.021
C -0.102 -0.310 -0.495
C 0.889 1.136 0.876
H 0.437 -0.639 1.281
H 1.465 1.244 1.794
H -0.889 -2.282 -0.759
H 1.300 1.812 0.096
H 0.417 -1.852 -1.877
H -1.215 -1.165 -2.096
H -1.173 2.083 1.213
```

For the HOMO-LUMO gap (spin up / spin down), the calculation gives 7.8 / 8.3 eV. The multiplicity is 1.


It is (2) that is the most stable of them.


(1)
Here is C4H7NO in the gas phase from the Open Molecules 2025 dataset. Energies are from ωB97M-V/def2-TZVPD.

Geometry as XYZ:
```
13
Properties=species:S:1:pos:R:3
O -2.109 -0.661 0.282
N 0.746 1.670 -0.091
C 1.845 -0.859 -0.135
C -0.241 0.893 -0.026
C -1.666 0.631 -0.195
C 1.046 0.310 0.504
H 1.913 -0.650 -1.271
H 1.423 -1.738 0.202
H -1.806 0.624 -1.345
H 2.721 -0.764 0.417
H 1.257 0.145 1.602
H -2.775 -0.992 -0.395
H -2.356 1.392 0.452
```

For the HOMO-LUMO gap, the calculation gives 9.9 eV. The multiplicity is 1.


(2)
Here is C4H7NO in the gas phase from the Open Molecules 2025 dataset. Energies are from ωB97M-V/def2-TZVPD.

Geometry as XYZ:
```
13
Properties=species:S:1:pos:R:3
O 0.474 -2.091 -0.058
N 0.206 0.227 -0.244
C -1.214 -0.905 1.067
C 1.233 0.491 -1.219
C -0.102 -1.042 0.131
C -0.674 1.075 0.463
H -0.949 1.982 -0.136
H 2.123 -0.060 -0.903
H -0.514 1.349 1.493
H 1.459 1.556 -1.284
H 0.923 0.113 -2.201
H -2.135 -1.455 0.837
H -0.831 -1.241 2.055
```

For the HOMO-LUMO gap, the calculation gives 9.1 eV. The multiplicity is 1.


(3)
Here is C4H7NO in the gas phase from the Open Molecules 2025 dataset. Energies are from ωB97M-V/def2-TZVPD.

Geometry as XYZ:
```
13
Properties=species:S:1:pos:R:3
O -0.717 1.030 2.144
N -1.432 0.354 1.165
C -0.221 -1.076 -0.671
C 0.793 0.670 -0.085
C -0.565 0.244 0.110
C 1.104 -0.406 -1.093
H -0.937 -1.383 -1.436
H 1.191 -0.089 -2.141
H -1.380 1.178 2.833
H 1.984 -1.015 -0.850
H -1.060 0.891 -0.661
H -0.062 -1.888 0.040
H 1.436 1.317 0.500
```

For the HOMO-LUMO gap (spin up / spin down), the calculation gives 8.1 / 9.0 eV. The multiplicity is 1.


(4)
Here is C4H7NO in the gas phase from the Open Molecules 2025 dataset. Energies are from ωB97M-V/def2-TZVPD.

Geometry as XYZ:
```
13
Properties=species:S:1:pos:R:3
O -1.585 0.869 -1.172
N -0.362 0.090 1.475
C 0.823 -0.385 0.612
C -0.532 0.001 -0.908
C 0.864 0.586 -0.519
C -0.543 -0.852 0.390
H 1.672 0.433 -1.230
H -1.751 1.336 -0.341
H 0.833 1.626 -0.178
H 0.371 -0.099 2.165
H -0.414 -0.661 -1.771
H -0.941 -1.859 0.478
H 1.565 -1.084 1.000
```

For the HOMO-LUMO gap, the calculation gives 10.5 eV. The multiplicity is 1.


It is (2) that is the most stable of them.